C5H12P2S | wB97M-V/def2-TZVPD

Each line ends with the Löwdin charge.
CARTESIAN COORDINATES (ANGSTROEM)
C  3.14  1.76  0.79  -0.40
S  1.87  1.31  -0.62  0.44
P  1.28  -0.98  -0.46  0.58
P  -0.25  -1.10  1.29  0.69
C  -1.21  0.55  1.50  -0.33
C  -1.52  -1.81  0.03  -0.46
C  -1.41  -1.01  -1.30  -0.35
C  -0.06  -0.39  -1.61  -0.57
H  2.77  1.20  1.71  0.04
H  4.17  1.70  0.43  0.01
H  3.03  2.85  0.71  0.00
H  -1.19  0.88  2.59  0.05
H  -2.15  0.15  1.12  0.00
H  -0.89  1.32  0.83  -0.01
H  -2.58  -1.92  0.28  0.08
H  -1.13  -2.83  -0.25  0.07
H  -1.86  -1.55  -2.13  0.10
H  -2.14  -0.24  -1.16  0.07
H  0.24  -0.55  -2.60  0.04
H  -0.11  0.65  -1.19  -0.04

- Electronic energy: -1278.53399 hartree
- E_LUMO: 0.1 eV
- Molecular weight: 166.2 Da
- Largest force on an atom: 0.0574 hartree/bohr